DFT (ωB97M-V/def2-TZVPD) results for 2 unconnected molecules or ions with the total composition C2H3N5O2.

The geometry in XYZ format:
```
12
Properties=species:S:1:pos:R:3:forces:R:3
C 0.45392 0.14487 1.39548 -0.9 0.2 -0.3
C -0.40575 0.66944 2.41058 1.0 1.9 0.2
N 0.84891 -0.30872 0.43310 1.2 -0.6 -1.1
N 2.11563 -1.75471 -1.77469 0.3 0.4 -1.4
N 1.14813 -1.34333 -2.17130 3.8 -0.4 3.0
N -0.00866 -1.12247 -2.28241 -5.8 -0.8 -1.2
N -0.62580 0.11440 -1.99702 0.7 1.5 -0.5
O -1.72894 0.12163 -1.50210 0.9 -1.0 -0.2
O -0.02447 1.08405 -2.39839 0.1 0.2 0.3
H 0.12403 1.54248 2.87745 -0.8 -0.8 -0.1
H -1.33196 0.97726 1.92797 0.0 0.1 0.2
H -0.56504 -0.12491 3.08133 -0.4 -0.7 1.3
```
Forces are in eV/Å.

**Lowest unoccupied orbital energy**: -0.135 eV
**Energy above the lowest of the compared OMol25 structures with the same formula, charge and spin**: 5.070 eV
**Gap between HOMO and LUMO**: 10.46 eV
**Net charge**: 0

---

DFT (ωB97M-V/def2-TZVPD) results for 3 unconnected molecules or ions with the total composition C8H19BClO7PS2.

The geometry in XYZ format:
```
39
Properties=species:S:1:pos:R:3:forces:R:3
O 3.03019 4.06498 0.27666 -1.8 -0.5 -0.4
C 1.97274 3.53677 0.01939 1.3 0.7 0.1
O 0.97314 3.36830 0.93570 0.6 0.1 0.5
C 0.03976 2.40929 0.44408 -0.4 -0.1 -1.1
C 0.82945 1.64971 -0.62780 -0.5 -0.6 0.6
B 0.08267 0.56973 -1.51686 0.0 0.0 -0.1
O -0.94206 0.90424 -2.37960 0.3 0.6 0.0
O 0.48643 -0.73396 -1.47470 -0.6 0.0 -0.2
C 1.46685 2.86850 -1.26673 0.8 0.3 0.3
P 2.57771 2.60635 -2.69287 -0.1 0.0 0.0
O 3.96260 2.35468 -1.87126 -0.3 0.1 0.0
Cl 2.75043 4.60474 -3.28676 0.0 -0.1 0.1
H -0.37534 1.79765 1.22705 0.3 -0.1 0.6
H -0.76356 2.94449 -0.05895 -0.4 0.1 0.1
H 1.56845 1.10207 -0.04452 0.5 -0.1 -0.1
H -1.79710 0.71129 -2.00008 -0.4 -0.3 -0.2
H 0.58794 -1.08391 -0.58901 0.5 -0.2 0.2
H 0.67034 3.51501 -1.62341 -0.3 0.1 -0.4
H 4.69063 2.44103 -2.48673 0.5 -0.2 -0.1
C -1.81025 -5.21823 -2.63506 -0.1 0.0 -0.1
S -0.49524 -4.49803 -1.64445 0.1 0.0 0.0
O -1.10305 -3.39264 -0.85799 0.0 0.0 0.1
C 0.38582 -3.74689 -3.01757 0.0 0.0 -0.1
H -2.50993 -5.70241 -1.95778 0.0 0.0 0.0
H -2.31895 -4.43166 -3.19207 0.0 0.0 0.0
H -1.38700 -5.95748 -3.31472 0.0 0.0 0.0
H -0.27607 -3.05985 -3.54354 0.0 0.0 0.0
H 0.74250 -4.53022 -3.68676 0.0 0.0 0.0
H 1.23029 -3.19666 -2.61060 0.0 0.0 0.0
C -0.52217 0.73366 5.49837 0.0 0.1 0.1
S -0.95987 -0.46983 4.23885 0.0 -0.1 0.1
O -0.12849 -0.16114 3.04631 0.0 0.1 -0.2
C -2.60126 0.18570 3.91508 -0.1 0.1 0.0
H 0.49956 0.53033 5.80980 0.0 0.0 0.0
H -0.58723 1.73876 5.08203 0.0 0.0 0.0
H -1.19343 0.62565 6.35009 0.0 0.0 0.0
H -2.52406 1.22966 3.61062 0.0 0.0 0.0
H -3.21160 0.09301 4.81299 0.0 0.0 0.0
H -3.04082 -0.40267 3.11282 0.0 0.0 0.0
```
Forces are in eV/Å.

**Lowest unoccupied orbital energy**: 0.432 eV
**Gap between HOMO and LUMO**: 9.45 eV
**Net charge**: 0